(1)
Below is a single C2H4FP molecule in a non-equilibrium geometry, with properties calculated with wB97M-V/def2-TZVPD.

energy	-519.75554	Eh
SMILES	[H]/P=C(/C)F
charge	0
frontier orbital gap	9.67	eV
molecular weight	78.03	g/mol
highest occupied orbital energy	-9.255	eV
relative energy (zero: lowest compared OMol25 entry of this formula, charge and spin)	106.0	kJ/mol

XYZ file:
```
8
C2H4FP (wB97M-V/def2-TZVPD)
C -0.049 -0.303 0.235
C 0.035 0.976 -0.437
F 0.421 -0.373 1.546
P -0.499 -1.758 -0.410
H 0.899 1.627 -0.085
H -0.841 1.651 -0.088
H 0.216 0.655 -1.498
H -0.183 -2.476 0.737
```

=====

(2)
Below is 2 unconnected molecules or ions with the total composition C2H4FPS in a non-equilibrium geometry, with properties calculated with wB97M-V/def2-TZVPD.

energy	-917.83097	Eh
charge	0
frontier orbital gap (alpha / beta)	7.79 / 7.25	eV
molecular weight	110.09	g/mol
highest occupied orbital energy (alpha / beta)	-8.895 / -8.649	eV
relative energy (zero: lowest compared OMol25 entry of this formula, charge and spin)	338.4	kJ/mol

XYZ file:
```
9
C2H4FPS (wB97M-V/def2-TZVPD)
C -0.831 2.129 1.006
C 0.940 -0.737 0.473
F -1.824 1.453 1.555
P -0.291 3.689 1.077
S 0.302 0.519 -0.815
H 1.051 -1.614 -0.201
H 0.223 -0.707 1.375
H 1.903 -0.229 0.704
H 1.013 3.341 0.358
```

=====

(3)
Below is 2 unconnected molecules or ions with the total composition C2H4FPSi in a non-equilibrium geometry, with properties calculated with wB97M-V/def2-TZVPD.

energy	-809.19488	Eh
SMILES	C1#P=C1.F[SiH3]
charge	0
frontier orbital gap	8.31	eV
molecular weight	106.11	g/mol
highest occupied orbital energy	-9.151	eV
relative energy (zero: lowest compared OMol25 entry of this formula, charge and spin)	145.4	kJ/mol

XYZ file:
```
9
C2H4FPSi (wB97M-V/def2-TZVPD)
C 3.646 0.534 0.509
C 4.062 0.698 -0.833
F -2.131 0.400 -0.685
Si -0.948 0.152 0.345
P 4.336 -0.876 0.051
H 3.128 1.150 1.233
H 0.244 0.421 -0.460
H -1.260 1.092 1.552
H -1.013 -1.281 0.912
```

=====

(4)
Below is a molecular structure, C2H4HoO in a non-equilibrium geometry, with properties calculated with wB97M-V/def2-TZVPD.

⟨S²⟩	6.007
energy	-1100.43098	Eh
2S+1	5
charge	+3
frontier orbital gap (alpha / beta)	9.78 / 5.37	eV
molecular weight	208.98	g/mol
highest occupied orbital energy (alpha / beta)	-25.001 / -22.766	eV
relative energy (zero: lowest compared OMol25 entry of this formula, charge and spin)	0.0	kJ/mol

XYZ file:
```
8
C2H4HoO (wB97M-V/def2-TZVPD)
O 1.503 0.234 0.234
Ho 3.785 -0.065 0.894
C 0.335 0.009 0.273
C -0.938 0.170 0.582
H -1.345 1.183 0.574
H -1.476 -0.709 0.947
H -0.535 -0.467 -1.859
H -1.330 -0.355 -1.645
```

=====

(5)
Below is a molecular structure, C2H4I2S in a non-equilibrium geometry, with properties calculated with wB97M-V/def2-TZVPD.

energy	-1072.13562	Eh
charge	0
frontier orbital gap	8.57	eV
molecular weight	313.93	g/mol
highest occupied orbital energy	-9.235	eV
relative energy (zero: lowest compared OMol25 entry of this formula, charge and spin)	31.0	kJ/mol

XYZ file:
```
9
C2H4I2S (wB97M-V/def2-TZVPD)
C 0.510 0.126 -0.884
C -0.195 0.322 0.518
S -0.333 -1.267 1.339
I -2.137 1.270 0.205
I 0.974 1.393 2.109
H 0.853 1.074 -1.340
H 1.420 -0.620 -0.707
H -0.097 -0.304 -1.774
H -0.995 -1.992 0.533
```

=====

(6)
Below is 2 unconnected molecules or ions with the total composition C2H4I2S in a non-equilibrium geometry, with properties calculated with wB97M-V/def2-TZVPD.

⟨S²⟩	2.013
energy	-1071.97010	Eh
2S+1	3
charge	0
frontier orbital gap (alpha / beta)	7.21 / 7.56	eV
molecular weight	313.93	g/mol
highest occupied orbital energy (alpha / beta)	-7.168 / -9.454	eV
relative energy (zero: lowest compared OMol25 entry of this formula, charge and spin)	122.2	kJ/mol

XYZ file:
```
9
C2H4I2S (wB97M-V/def2-TZVPD)
C -1.784 2.041 -1.533
C -3.611 -0.804 0.471
S -3.633 -0.317 2.004
I -3.515 -3.031 0.129
I -3.303 2.607 -0.405
H -0.819 2.014 -0.947
H -1.963 0.927 -1.842
H -2.144 2.517 -2.513
H -3.756 0.966 1.431
```

=====

(7)
Below is 2 unconnected molecules or ions with the total composition C2H4IN3 in a non-equilibrium geometry, with properties calculated with wB97M-V/def2-TZVPD.

energy	-540.40192	Eh
charge	0
frontier orbital gap	9.22	eV
molecular weight	196.98	g/mol
highest occupied orbital energy	-8.869	eV
relative energy (zero: lowest compared OMol25 entry of this formula, charge and spin)	231.1	kJ/mol

XYZ file:
```
10
C2H4IN3 (wB97M-V/def2-TZVPD)
C 1.504 -0.466 -1.031
C 0.209 1.486 -0.502
N 0.764 -1.475 -1.001
N -1.875 0.864 0.430
N -0.838 1.347 0.023
I 3.155 0.114 0.237
H 1.425 0.211 -1.792
H 0.691 2.336 -0.911
H 1.045 -2.350 -0.532
H -2.073 1.080 1.325
```

=====

(8)
Below is a single C2H4IN3 molecule in a non-equilibrium geometry, with properties calculated with wB97M-V/def2-TZVPD.

energy	-540.48995	Eh
SMILES	I[C@H]1CN=NN1
charge	0
frontier orbital gap	9.68	eV
molecular weight	196.98	g/mol
highest occupied orbital energy	-9.428	eV
relative energy (zero: lowest compared OMol25 entry of this formula, charge and spin)	0.0	kJ/mol

XYZ file:
```
10
C2H4IN3 (wB97M-V/def2-TZVPD)
C 0.478 0.384 -1.042
C -0.393 -0.721 0.119
N 0.968 1.338 -0.124
N 0.730 1.093 1.051
N 0.047 -0.044 1.267
I -2.554 -0.747 -0.201
H 1.275 -0.199 -1.489
H -0.184 0.811 -1.786
H -0.042 -1.739 0.012
H -0.325 -0.177 2.193
```